ORCA calculation (ωB97M-V with the def2-TZVPD basis set) on a structure of composition C4H8O2.

```
14
Properties=species:S:1:pos:R:3:forces:R:3
C 2.88364 0.19848 0.17808 1.1 1.5 0.0
C 0.60545 0.14888 -0.00439 -2.8 1.8 -0.1
C -0.62604 -0.22228 -0.42984 2.5 -0.7 0.3
C -1.84177 0.53980 -0.23368 -0.8 1.5 0.8
H 3.64248 -0.68478 0.34464 -0.9 2.5 -0.1
H 2.69922 1.05431 1.25271 0.7 -2.9 -3.4
H 3.20551 0.97236 -0.86451 -1.0 -2.5 3.3
H 0.75557 1.18739 0.40715 -0.2 -1.1 -0.2
H -0.73149 -1.18880 -0.88535 0.0 -0.4 -0.2
H -1.55745 1.45210 0.39377 -0.8 -0.9 -0.7
H -2.27118 0.88079 -1.18209 0.0 0.0 0.2
H -2.39451 -0.80144 1.09145 -1.3 1.2 -1.6
O 1.70097 -0.58691 -0.07278 1.6 0.8 0.1
O -2.88544 -0.27074 0.37042 2.0 -0.6 1.6
```
Forces are in eV/Å.

Calculated values
Net charge   0
Kohn-Sham gap   9.562 eV
Energy above the lowest of the compared OMol25 structures with the same formula, charge and spin   392.7 kJ/mol
E_LUMO   0.0281 hartree
HOMO level   -0.323 Eh